{"formula": "C40H37BF3N3O5S", "method": "ωB97M-V/def2-TZVPD", "total_energy_ev": -76450.353, "max_force_ev_per_a": 3.9, "homo_energy_ev": -6.3, "lumo_energy_ev": -3.6167, "de_lowest_ev": 0.042, "spin_multiplicity": 1, "gap_ha": 0.0995, "species": ["C", "N", "C", "O", "C", "C", "C", "C", "C", "C", "C", "C", "N", "C", "C", "C", "C", "C", "C", "C", "N", "O", "O", "C", "C", "C", "C", "C", "H", "H", "H", "H", "H", "H", "H", "H", "H", "H", "H", "H", "H", "H", "H", "H", "H", "H", "H", "H", "H", "H", "H", "H", "C", "C", "C", "C", "C", "B", "C", "C", "C", "C", "C", "F", "F", "F", "C", "C", "O", "C", "C", "C", "C", "C", "C", "O", "S", "H", "H", "H", "H", "H", "H", "H", "H", "H", "H", "H", "H", "H"], "coordinates": [[-2.6755, 6.5428, 0.7970], [-2.3903, 5.1372, 0.9611], [-3.3730, 4.2289, 1.2511], [-4.5514, 4.4909, 1.4641], [-2.7098, 2.8513, 1.2975], [-3.2091, 1.8771, 0.2190], [-4.6872, 1.5946, 0.3213], [-5.5391, 1.9156, -0.7382], [-6.9208, 1.8129, -0.5679], [-7.4461, 1.2929, 0.6220], [-6.5808, 0.8947, 1.6486], [-5.1988, 1.0338, 1.4939], [-1.2888, 3.1767, 1.1357], [-0.3714, 2.1891, 1.1419], [0.9844, 2.3884, 0.9426], [1.9651, 1.3989, 0.9026], [3.3607, 1.7354, 0.8701], [4.3666, 0.7268, 1.0405], [5.7093, 1.0184, 0.9530], [6.1226, 2.3494, 0.7199], [7.5008, 2.6656, 0.5706], [7.8092, 3.8610, 0.3519], [8.3493, 1.7485, 0.6522], [5.1694, 3.3854, 0.6087], [3.8271, 3.0815, 0.7000], [-1.0322, 4.6105, 0.9061], [-0.4013, 4.9226, -0.4586], [-0.1617, 5.2844, 1.9784], [-3.7489, 6.7063, 0.8863], [-2.1569, 7.1342, 1.5592], [-2.3393, 6.8866, -0.1869], [-2.8968, 2.4095, 2.2961], [-2.9726, 2.3018, -0.7676], [-2.6425, 0.9352, 0.3163], [-5.1049, 2.2833, -1.6725], [-7.5850, 2.1497, -1.3639], [-8.5266, 1.1930, 0.7475], [-6.9745, 0.4877, 2.5802], [-4.5054, 0.7403, 2.2871], [-0.7570, 1.1778, 1.2975], [1.2758, 3.4268, 0.8180], [1.6909, 0.3443, 0.9371], [4.0431, -0.2920, 1.2388], [6.4745, 0.2517, 1.0647], [5.5183, 4.4044, 0.4591], [3.1183, 3.9096, 0.6179], [-1.0390, 4.5615, -1.2746], [-0.2809, 6.0097, -0.5411], [0.5858, 4.4657, -0.5560], [-0.6322, 5.2196, 2.9672], [0.8323, 4.8327, 2.0280], [-0.0420, 6.3421, 1.7107], [1.8557, -8.6257, -3.8604], [1.4462, -7.6861, -2.7946], [0.4436, -7.8505, -1.8667], [0.2620, -6.6919, -1.0144], [1.1032, -5.6407, -1.3120], [1.2129, -4.1677, -0.6059], [0.0934, -3.1718, -1.3651], [0.4537, -2.4245, -2.4791], [-0.4653, -1.5506, -3.0863], [-1.7600, -1.4673, -2.5897], [-2.7350, -0.5191, -3.2394], [-4.0404, -0.8405, -2.9930], [-2.5554, 0.7681, -2.7739], [-2.5791, -0.4657, -4.5961], [-2.1520, -2.2505, -1.5099], [-1.2165, -3.1153, -0.9114], [0.9140, -4.3869, 0.8353], [2.0586, -4.1054, 1.4731], [3.0757, -3.6758, 0.5585], [4.2850, -3.1636, 1.0446], [4.4679, -3.0834, 2.4208], [3.4687, -3.5009, 3.3132], [2.2628, -4.0136, 2.8546], [2.6203, -3.6625, -0.7064], [2.1888, -6.1332, -2.5712], [1.2743, -9.5466, -3.7766], [1.6783, -8.1848, -4.8476], [2.9206, -8.8664, -3.7826], [-0.1478, -8.7672, -1.8031], [-0.5015, -6.6829, -0.2499], [1.4539, -2.4986, -2.9012], [-0.1730, -0.9491, -3.9426], [-3.1734, -2.1998, -1.1445], [-1.5481, -3.7361, -0.0814], [5.0387, -2.8213, 0.3401], [5.4024, -2.6823, 2.8189], [3.6412, -3.4124, 4.3882], [1.4636, -4.3239, 3.5234]], "lowdin_charge": [-0.003, -0.033, -0.361, 0.104, -0.145, -0.087, -0.238, -0.032, -0.067, -0.078, -0.070, -0.041, 0.066, 0.042, -0.050, 0.080, -0.169, 0.034, 0.043, -0.124, -0.309, 0.067, 0.083, 0.025, 0.006, -0.457, 0.014, 0.012, 0.102, 0.095, 0.096, 0.171, 0.121, 0.122, 0.118, 0.106, 0.105, 0.105, 0.115, 0.161, 0.055, 0.146, 0.112, 0.132, 0.126, 0.107, 0.109, 0.094, 0.075, 0.108, 0.076, 0.093, -0.128, -0.616, -0.146, -0.140, -0.372, -0.754, -0.066, -0.022, -0.021, -0.166, -0.515, 0.107, 0.079, 0.113, -0.021, -0.023, 0.100, -0.207, -0.209, -0.046, -0.149, -0.133, -0.023, 0.075, 1.056, 0.074, 0.072, 0.071, 0.100, 0.099, 0.116, 0.114, 0.110, 0.116, 0.107, 0.088, 0.091, 0.110]}